Here is a cluster of 2 separate species, C4H13N3O in total from the OMol25 dataset. Energies are from ωB97M-V/def2-TZVPD.

Positions of all 21 atoms, in Å:
C (1.578, 1.136, -0.175)
C (1.633, -0.826, 1.199)
N (0.803, 0.195, 0.608)
H (-0.440, 0.702, 1.103)
H (0.925, 1.920, -0.564)
H (1.016, -1.555, 1.732)
H (2.085, 0.653, -1.027)
H (2.361, 1.628, 0.424)
H (2.228, -1.369, 0.444)
H (2.348, -0.417, 1.931)
C (-0.996, -0.209, -1.673)
C (-1.115, -0.358, -0.193)
N (-1.322, -1.620, 0.293)
O (-1.763, 1.866, -0.088)
N (-1.566, 0.634, 0.654)
H (-2.619, 2.162, 0.239)
H (-0.709, -2.344, -0.052)
H (-1.506, -1.670, 1.285)
H (-1.995, -0.252, -2.116)
H (-0.550, 0.745, -1.936)
H (-0.397, -1.021, -2.087)

E = -399.564489 hartree
Energy above the lowest of the compared OMol25 structures with the same formula, charge and spin = 114.7 kcal per mole
Total charge = 0

---

Here is the molecule C8H9BrN2O2S from the OMol25 dataset. Energies are from ωB97M-V/def2-TZVPD.

Positions of all 23 atoms, in Å:
C (-2.874, -0.828, 0.369)
C (-2.347, 0.407, 0.179)
C (-0.679, -1.055, 0.461)
C (0.576, -1.518, 0.645)
C (1.788, -0.798, 0.566)
C (-0.157, 1.388, 0.669)
C (2.362, 0.005, -0.296)
C (2.192, 0.020, -1.775)
N (-0.905, 0.301, 0.219)
N (-1.891, -1.694, 0.418)
O (-1.120, 2.447, 0.764)
O (-2.830, 2.719, -1.161)
S (-2.754, 2.189, 0.199)
Br (3.920, 0.976, 0.197)
H (-3.879, -1.037, 0.245)
H (0.736, -2.479, 1.180)
H (2.228, -0.895, 1.672)
H (0.279, 1.101, 1.644)
H (0.609, 1.764, -0.014)
H (2.455, 0.930, -2.378)
H (1.263, -0.602, -2.036)
H (3.025, -0.622, -2.241)
H (-2.000, -2.718, 0.474)

E = -3542.292414 hartree
Energy above the lowest of the compared OMol25 structures with the same formula, charge and spin = 31.6 kcal per mole
Total charge = 0

---

Here is a structure of composition C4H10NO2 from the OMol25 dataset. Energies are from ωB97M-V/def2-TZVPD.

Positions of all 17 atoms, in Å:
C (1.005, 0.908, 0.308)
C (0.522, -0.500, 0.711)
C (-0.549, -1.186, 0.090)
O (-3.203, -0.627, -0.626)
N (0.374, 2.154, 0.913)
C (-0.712, 1.656, 0.294)
O (3.054, -1.031, -0.672)
H (1.146, 0.865, -0.806)
H (2.044, 0.971, 0.624)
H (0.874, -0.984, 1.630)
H (0.695, -1.245, -0.303)
H (-3.940, 0.008, -0.715)
H (-0.760, -2.226, 0.412)
H (-1.452, -0.650, -0.227)
H (-1.543, 1.216, 0.747)
H (-0.944, 1.812, -0.848)
H (3.390, -1.141, -1.533)

E = -363.308102 hartree
Energy above the lowest of the compared OMol25 structures with the same formula, charge and spin = 261.2 kcal per mole
Total charge = -1

---

Among the records above, which one has the lowest total charge?
C4H10NO2

---

What is the formula in the second record?
C8H9BrN2O2S